The following is a quantum chemistry calculation of a 2-piece molecular cluster, C3H8OS3 overall, from the Open Molecules 2025 dataset.

Its SMILES is C1SCSCS1.O. The HOMO energy is -8.4 eV. Its charge is 0. For the LUMO energy, the calculation gives 0.587 eV. The relative energy (zero: lowest compared OMol25 entry of this formula, charge and spin) comes out at 10.4 kJ/mol.

Each line ends with the natural charge from an NBO analysis.
Positions of all 15 atoms, in Å:
C (0.41, 0.06, -1.96)  -0.73
S (-1.09, 0.44, -1.12)  0.28
C (-0.44, 1.30, 0.23)  -0.74
S (0.57, 0.27, 1.34)  0.21
C (2.02, -0.16, 0.22)  -0.68
S (1.46, -1.20, -1.17)  0.22
H (1.06, 0.96, -2.03)  0.22
H (0.18, -0.27, -2.99)  0.26
H (-1.28, 1.65, 0.85)  0.26
H (0.12, 2.19, -0.12)  0.22
H (2.67, -0.73, 0.91)  0.25
H (2.57, 0.75, -0.08)  0.22
O (-2.38, -1.65, 2.08)  -0.94
H (-2.84, -2.49, 2.29)  0.47
H (-3.04, -1.13, 1.55)  0.47